ORCA calculation (wB97M-V/def2-TZVPD) on 12 unconnected molecules or ions with the total composition C48H84N12.

XYZ file:
```
144
Properties=species:S:1:pos:R:3:mulliken_spin:R:1
C 12.061 18.578 6.043 0.001
C 11.803 17.104 5.773 0.000
C 10.552 16.764 4.957 0.000
C 10.384 17.465 3.678 0.021
N 10.223 17.986 2.668 -0.020
H 12.028 19.168 5.127 0.001
H 13.034 18.744 6.505 0.000
H 11.230 18.919 6.660 0.000
H 11.836 16.599 6.739 0.000
H 12.716 16.777 5.275 0.000
H 9.653 16.975 5.536 0.000
H 10.483 15.684 4.829 -0.001
C 14.848 23.068 0.048 -0.004
C 14.193 24.334 0.560 0.001
C 15.155 25.374 1.165 0.021
C 16.090 26.068 0.185 0.011
N 16.826 26.691 -0.482 -0.001
H 14.171 22.357 -0.424 0.006
H 15.290 22.513 0.875 0.001
H 15.553 23.076 -0.783 0.010
H 13.326 24.095 1.175 -0.019
H 13.767 24.750 -0.354 -0.011
H 15.860 24.948 1.879 -0.009
H 14.612 26.204 1.617 -0.002
C 12.305 22.405 -5.255 0.393
C 12.489 21.357 -4.037 -0.046
C 13.431 21.835 -2.927 0.091
C 14.718 22.364 -3.314 0.006
N 15.732 22.907 -3.580 -0.010
H 13.263 22.528 -5.761 0.035
H 12.049 23.390 -4.864 0.102
H 11.548 22.034 -5.946 -0.225
H 13.050 20.546 -4.500 -0.036
H 11.496 21.090 -3.674 -0.061
H 13.636 21.131 -2.121 0.048
H 12.906 22.679 -2.479 0.006
C 14.046 29.850 1.943 0.001
C 13.775 29.641 0.522 -0.023
C 12.548 28.794 0.016 0.015
C 12.205 27.609 0.810 -0.002
N 11.967 26.656 1.449 0.001
H 14.331 28.916 2.427 0.003
H 13.289 30.485 2.403 -0.005
H 14.938 30.477 1.956 0.000
H 14.677 29.190 0.109 0.005
H 13.676 30.633 0.080 0.000
H 12.806 28.485 -0.997 0.018
H 11.688 29.440 -0.155 0.004
C 11.524 25.384 -2.267 0.440
C 10.053 25.453 -2.482 -0.431
C 9.559 26.585 -3.463 1.262
C 9.912 27.941 -3.049 -0.287
N 10.288 28.970 -2.705 -0.016
H 11.865 24.523 -1.693 0.051
H 11.904 26.302 -1.817 0.066
H 12.006 25.174 -3.222 -0.063
H 9.626 25.452 -1.478 0.024
H 9.605 24.490 -2.725 -0.993
H 8.475 26.502 -3.383 0.319
H 9.889 26.315 -4.466 0.009
C 9.882 23.849 1.819 -0.047
C 10.420 22.610 2.314 0.023
C 9.935 21.357 1.487 -0.145
C 10.380 21.390 0.112 0.380
N 10.787 21.292 -0.958 -0.193
H 10.114 23.994 0.764 -0.025
H 10.216 24.763 2.310 0.021
H 8.797 23.808 1.911 0.042
H 10.284 22.399 3.375 0.006
H 11.493 22.679 2.135 -0.004
H 8.857 21.302 1.333 0.009
H 10.240 20.479 2.055 0.001
C 8.565 27.449 0.464 0.139
C 7.310 27.642 -0.399 0.030
C 6.295 28.606 0.314 -0.090
C 5.660 28.043 1.565 0.058
N 5.159 27.634 2.493 -0.011
H 9.394 26.936 -0.023 -0.076
H 8.408 26.891 1.387 -0.021
H 9.108 28.361 0.716 0.005
H 6.744 26.712 -0.452 -0.019
H 7.525 27.939 -1.426 0.183
H 5.535 29.038 -0.336 -0.051
H 6.836 29.456 0.731 0.010
C 13.185 19.738 2.017 -0.028
C 14.053 18.528 2.213 0.015
C 14.797 18.441 3.551 0.003
C 15.024 17.072 4.114 -0.002
N 15.133 16.016 4.524 0.000
H 13.837 20.610 2.080 -0.002
H 12.468 19.756 2.837 -0.001
H 12.837 19.761 0.984 0.010
H 14.682 18.283 1.357 -0.002
H 13.236 17.806 2.244 0.002
H 14.271 18.919 4.378 0.002
H 15.717 19.020 3.475 -0.001
C 9.176 16.554 -0.501 -0.019
C 9.397 17.755 -1.384 -0.040
C 10.240 17.517 -2.694 -0.040
C 9.648 16.617 -3.668 0.064
N 9.262 15.839 -4.424 -0.015
H 9.062 15.642 -1.086 0.001
H 8.399 16.593 0.263 -0.008
H 10.048 16.405 0.136 0.012
H 9.775 18.524 -0.710 0.003
H 8.431 18.120 -1.733 0.063
H 11.216 17.055 -2.548 -0.017
H 10.224 18.456 -3.247 0.003
C 12.302 25.536 4.611 -0.005
C 12.033 25.860 6.107 0.004
C 12.607 24.774 7.060 0.002
C 12.363 23.394 6.670 0.008
N 12.196 22.303 6.416 -0.005
H 13.312 25.127 4.636 0.003
H 12.240 26.493 4.092 -0.004
H 11.656 24.744 4.231 0.013
H 10.958 25.784 6.269 -0.002
H 12.539 26.786 6.382 -0.003
H 12.295 25.038 8.070 -0.002
H 13.680 24.838 7.244 0.000
C 7.970 20.242 -4.703 0.480
C 7.150 21.398 -4.138 0.516
C 7.891 22.221 -2.949 -1.534
C 7.134 23.140 -2.035 1.653
N 6.549 23.763 -1.241 -0.419
H 8.489 20.630 -5.579 -0.124
H 7.373 19.402 -5.060 -0.055
H 8.713 19.830 -4.020 -0.085
H 6.201 20.989 -3.792 0.020
H 6.808 21.963 -5.004 -0.328
H 8.711 22.803 -3.369 -0.121
H 8.383 21.514 -2.280 0.035
C 3.341 22.447 1.657 0.024
C 3.995 23.616 2.225 -0.020
C 5.458 23.469 2.183 -0.051
C 6.120 22.438 3.091 0.032
N 6.571 21.629 3.825 -0.006
H 3.293 22.583 0.577 0.007
H 2.311 22.456 2.015 0.000
H 3.785 21.466 1.829 -0.009
H 3.634 23.795 3.238 -0.001
H 3.621 24.436 1.612 -0.008
H 6.041 24.378 2.335 0.021
H 5.846 23.180 1.206 0.032
```

Summary:
* ΔE to the lowest compared entry with this formula, charge and spin: 32.7 kcal per mole
* molecular weight: 829.28 u
* HOMO level (alpha / beta): 0.270 / -9.063 eV
* 2S+1: 2
* orbital gap (alpha / beta): 1.438 / 10.751 eV
* charge: -1



ORCA calculation (wB97M-V/def2-TZVPD) on 12 unconnected molecules or ions with the total composition C48H84N12.

XYZ file:
```
144
Properties=species:S:1:pos:R:3:lowdin_charge:R:1
C -5.997 0.228 -1.824 -0.078
C -5.284 1.212 -0.875 -0.294
C -5.860 1.421 0.478 -0.179
C -4.807 1.969 1.349 -0.253
N -4.056 2.459 2.034 0.167
H -5.711 -0.695 -1.320 0.077
H -5.654 0.273 -2.857 0.061
H -7.039 0.542 -1.890 0.079
H -5.098 2.216 -1.257 0.113
H -4.262 0.843 -0.790 0.086
H -6.160 0.516 1.007 0.124
H -6.592 2.226 0.414 0.131
C -3.648 -1.694 -3.503 -0.087
C -2.949 -0.908 -4.683 -0.207
C -2.841 -1.785 -5.973 -0.174
C -2.036 -3.005 -5.837 -0.209
N -1.318 -3.947 -5.768 0.157
H -3.318 -1.350 -2.522 0.051
H -3.302 -2.717 -3.651 0.043
H -4.732 -1.730 -3.612 0.067
H -1.967 -0.676 -4.270 0.089
H -3.447 0.025 -4.945 0.102
H -2.224 -1.156 -6.615 0.115
H -3.752 -2.041 -6.515 0.125
C 0.812 -2.555 3.753 -0.101
C 2.227 -2.177 4.378 -0.214
C 2.129 -0.895 5.250 -0.194
C 3.339 -0.572 5.993 -0.237
N 4.353 -0.423 6.598 0.140
H 0.374 -1.928 2.976 0.037
H 0.103 -2.791 4.546 0.065
H 0.918 -3.486 3.197 0.056
H 3.012 -2.139 3.623 0.086
H 2.512 -3.077 4.923 0.102
H 1.362 -0.974 6.020 0.122
H 1.970 -0.100 4.521 0.085
C 3.165 4.781 -3.580 -0.097
C 3.805 3.620 -2.872 -0.273
C 3.167 3.145 -1.541 -0.186
C 3.533 1.804 -1.063 -0.222
N 3.814 0.760 -0.624 0.167
H 2.108 4.873 -3.331 0.069
H 3.322 4.842 -4.657 0.080
H 3.634 5.651 -3.121 0.074
H 4.848 3.882 -2.695 0.108
H 3.826 2.700 -3.456 0.071
H 2.081 3.197 -1.611 0.089
H 3.376 3.811 -0.703 0.115
C 3.883 2.901 4.961 -0.077
C 3.629 2.154 3.600 -0.248
C 4.594 2.468 2.490 -0.199
C 6.041 2.156 2.806 -0.195
N 7.155 1.888 3.069 0.125
H 4.948 2.919 5.187 0.068
H 3.333 2.505 5.815 0.064
H 3.672 3.959 4.811 0.050
H 2.623 2.335 3.221 0.080
H 3.795 1.101 3.826 0.084
H 4.631 3.518 2.197 0.111
H 4.301 1.993 1.555 0.070
C 4.584 -5.475 -1.671 -0.106
C 5.538 -4.338 -1.252 -0.204
C 4.841 -2.965 -0.997 -0.190
C 3.783 -2.823 -0.042 -0.257
N 2.976 -2.712 0.745 0.180
H 3.946 -5.825 -0.859 0.070
H 4.984 -6.428 -2.017 0.072
H 3.817 -5.153 -2.375 0.044
H 6.303 -4.267 -2.025 0.108
H 5.979 -4.619 -0.296 0.108
H 4.564 -2.419 -1.899 0.096
H 5.624 -2.353 -0.550 0.124
C 1.748 -3.427 -3.159 -0.077
C 1.273 -2.046 -3.679 -0.206
C 2.468 -1.024 -3.765 -0.164
C 2.084 0.359 -3.865 -0.200
N 1.754 1.478 -3.841 0.187
H 0.886 -3.994 -2.809 0.041
H 2.336 -3.163 -2.279 0.042
H 2.236 -4.095 -3.869 0.085
H 0.419 -1.605 -3.165 0.075
H 0.933 -2.204 -4.702 0.092
H 3.105 -1.229 -4.625 0.129
H 3.091 -1.032 -2.871 0.087
C -4.457 -1.262 4.925 -0.088
C -3.731 -1.497 3.514 -0.221
C -4.020 -2.772 2.624 -0.150
C -3.741 -3.928 3.471 -0.261
N -3.549 -4.790 4.145 0.163
H -4.054 -0.305 5.256 0.066
H -4.032 -2.020 5.584 0.057
H -5.524 -1.258 5.143 0.064
H -2.690 -1.476 3.837 0.094
H -3.854 -0.544 2.999 0.072
H -3.326 -2.737 1.784 0.071
H -5.030 -2.672 2.227 0.115
C -2.680 4.960 -0.891 -0.080
C -2.045 3.431 -1.008 -0.195
C -1.382 3.087 -2.352 -0.198
C -1.515 4.160 -3.277 -0.251
N -1.697 5.101 -3.976 0.154
H -3.082 5.183 0.098 0.063
H -3.412 5.085 -1.688 0.047
H -2.037 5.685 -1.391 0.048
H -2.745 2.695 -0.611 0.052
H -1.348 3.467 -0.171 0.057
H -1.767 2.131 -2.708 0.103
H -0.331 2.831 -2.482 0.085
C -1.196 -4.599 -0.536 -0.102
C -2.227 -5.143 -1.448 -0.284
C -1.715 -5.746 -2.738 -0.188
C -2.789 -5.896 -3.730 -0.252
N -3.748 -6.031 -4.405 0.136
H -0.769 -3.804 -1.148 0.063
H -0.518 -5.354 -0.138 0.096
H -1.678 -4.118 0.315 0.056
H -3.024 -4.439 -1.688 0.105
H -2.717 -5.959 -0.916 0.117
H -1.446 -6.799 -2.649 0.127
H -0.972 -5.071 -3.163 0.083
C 0.713 7.113 4.303 -0.142
C 1.058 5.690 4.206 -0.240
C 0.141 4.874 3.165 -0.160
C 0.301 5.072 1.742 -0.229
N 0.436 5.257 0.622 0.162
H 0.528 7.616 3.353 0.083
H 1.484 7.743 4.747 0.076
H -0.112 7.320 4.984 0.076
H 1.223 5.182 5.156 0.110
H 2.030 5.727 3.713 0.094
H -0.901 5.085 3.406 0.117
H 0.143 3.817 3.433 0.081
C -1.558 -1.242 0.308 -0.093
C -0.689 -0.281 -0.540 -0.192
C 0.535 0.361 0.209 -0.156
C 0.312 0.896 1.529 -0.220
N 0.155 1.229 2.642 0.170
H -0.828 -1.995 0.605 0.062
H -2.428 -1.697 -0.167 0.060
H -1.909 -0.737 1.208 0.063
H -1.318 0.553 -0.853 0.073
H -0.431 -0.651 -1.532 0.077
H 1.073 1.114 -0.368 0.087
H 1.282 -0.357 0.548 0.096
```

Summary:
* ΔE to the lowest compared entry with this formula, charge and spin: 131.2 kcal per mole
* molecular weight: 829.28 u
* HOMO level: -10.872 eV
* orbital gap: 10.965 eV



ORCA calculation (wB97M-V/def2-TZVPD) on 8 unconnected molecules or ions with the total composition C48H88N16.

XYZ file:
```
152
Properties=species:S:1:pos:R:3:mulliken_spin:R:1
C -1.244 2.852 6.156 0.000
C -1.071 1.801 7.223 0.000
N 0.323 1.501 7.282 0.000
C 1.136 0.866 6.329 -0.001
C 2.476 0.969 6.729 -0.001
N 2.468 1.484 8.036 0.000
C 1.136 1.870 8.319 0.000
C 3.604 2.060 8.713 0.000
H -0.865 3.871 6.222 0.000
H -2.295 2.940 5.880 0.000
H -0.847 2.546 5.188 0.000
H -1.696 0.934 7.008 0.000
H -1.334 2.121 8.231 0.000
H 0.701 0.538 5.397 0.002
H 3.442 0.808 6.274 0.000
H 0.868 2.473 9.174 0.000
H 4.393 1.747 8.029 0.000
H 3.814 1.547 9.651 0.000
H 3.551 3.145 8.808 0.000
C -6.165 1.090 3.894 0.000
C -5.901 -0.378 4.366 0.000
N -5.612 -1.121 3.153 0.000
C -6.504 -1.920 2.404 0.000
C -5.757 -2.388 1.355 0.000
N -4.420 -1.969 1.423 -0.005
C -4.423 -1.152 2.494 0.003
C -3.305 -2.297 0.601 -0.008
H -6.415 1.776 4.703 0.000
H -6.974 1.125 3.164 0.000
H -5.210 1.417 3.485 0.000
H -6.845 -0.732 4.780 0.000
H -5.088 -0.437 5.089 0.000
H -7.543 -2.054 2.666 0.000
H -6.023 -3.013 0.515 0.000
H -3.552 -0.830 3.045 0.000
H -3.762 -2.955 -0.138 -0.010
H -2.661 -2.770 1.341 -0.004
H -2.855 -1.415 0.145 0.024
C -2.191 0.183 -8.967 0.000
C -1.053 0.152 -7.936 0.000
N -1.123 1.303 -7.101 0.000
C -0.110 2.189 -6.822 0.000
C -0.580 3.220 -6.026 0.000
N -1.909 2.963 -5.820 0.000
C -2.240 1.727 -6.368 0.001
C -2.848 3.810 -4.957 0.000
H -1.989 -0.210 -9.964 0.000
H -2.752 1.117 -8.972 0.000
H -2.914 -0.621 -8.828 0.000
H -0.043 0.078 -8.338 0.000
H -1.154 -0.790 -7.397 -0.001
H 0.894 1.979 -7.160 0.000
H -0.060 4.059 -5.587 0.000
H -3.174 1.260 -6.091 0.000
H -3.606 3.210 -4.453 0.000
H -3.460 4.466 -5.576 0.000
H -2.373 4.451 -4.214 0.000
C -2.303 -3.831 -3.903 0.003
C -2.401 -3.021 -5.235 -0.003
N -3.361 -3.530 -6.165 0.000
C -3.195 -4.199 -7.353 0.000
C -4.451 -4.566 -7.868 0.000
N -5.400 -4.008 -7.126 0.000
C -4.685 -3.415 -6.041 0.000
C -6.834 -4.254 -7.279 0.000
H -3.182 -3.754 -3.262 -0.002
H -1.519 -3.621 -3.176 0.001
H -2.096 -4.894 -4.031 0.000
H -1.463 -2.986 -5.790 0.001
H -2.848 -2.072 -4.937 0.000
H -2.200 -4.389 -7.726 0.000
H -4.574 -5.087 -8.806 0.000
H -5.326 -3.018 -5.268 0.000
H -7.498 -3.552 -6.774 0.000
H -7.136 -5.106 -6.670 0.000
H -7.081 -4.626 -8.273 0.000
C -0.506 -0.428 -3.719 -0.020
C 0.635 0.427 -3.045 0.027
N 0.552 0.513 -1.537 0.103
C 0.802 1.549 -0.683 -0.050
C 0.821 1.083 0.600 0.044
N 0.361 -0.214 0.571 0.148
C 0.239 -0.603 -0.788 0.749
C 0.348 -1.049 1.821 -0.016
H -1.459 0.029 -3.453 0.022
H -0.453 -1.463 -3.380 0.003
H -0.271 -0.480 -4.782 -0.012
H 0.649 1.451 -3.420 0.008
H 1.618 -0.024 -3.177 -0.017
H 0.852 2.513 -1.168 0.001
H 1.025 1.593 1.530 0.026
H -0.026 -1.581 -1.162 -0.062
H -0.684 -1.383 1.923 0.017
H 0.835 -0.648 2.709 0.001
H 0.646 -2.062 1.549 0.012
C 4.164 0.448 -0.994 0.033
C 5.147 -0.616 -1.567 0.003
N 5.836 -0.119 -2.732 -0.003
C 7.110 -0.516 -3.151 0.001
C 7.368 0.006 -4.413 0.000
N 6.229 0.624 -4.814 0.000
C 5.369 0.610 -3.781 0.000
C 6.047 1.212 -6.170 0.000
H 3.585 -0.021 -0.198 -0.002
H 3.651 0.872 -1.857 -0.014
H 4.871 1.167 -0.581 -0.008
H 4.688 -1.569 -1.832 -0.004
H 5.772 -0.951 -0.739 0.002
H 7.842 -1.166 -2.694 0.000
H 8.232 0.026 -5.060 0.000
H 4.458 1.170 -3.931 0.001
H 6.075 0.401 -6.897 0.000
H 6.850 1.936 -6.312 0.000
H 5.127 1.796 -6.150 0.000
C 1.840 4.805 4.758 0.000
C 1.349 4.173 3.484 -0.001
N 2.140 4.633 2.290 -0.001
C 3.438 4.238 2.003 0.000
C 3.700 4.618 0.702 0.000
N 2.442 4.844 0.005 -0.001
C 1.563 4.945 1.088 0.005
C 2.275 5.057 -1.420 0.001
H 1.944 5.888 4.682 0.000
H 2.804 4.487 5.154 0.000
H 1.205 4.767 5.643 0.000
H 0.265 4.236 3.387 0.002
H 1.572 3.132 3.718 0.000
H 4.104 3.630 2.598 0.000
H 4.578 4.505 0.083 0.000
H 0.529 5.199 0.910 0.001
H 1.682 4.280 -1.903 0.001
H 3.277 4.988 -1.842 0.000
H 1.884 6.066 -1.552 0.000
C 0.533 -3.768 8.400 0.000
C 0.221 -4.069 6.899 0.000
N 1.238 -3.667 5.943 0.000
C 2.260 -2.780 6.232 -0.001
C 3.178 -2.776 5.184 0.001
N 2.512 -3.431 4.179 -0.002
C 1.445 -4.089 4.748 0.001
C 3.298 -3.889 3.034 0.008
H 1.522 -4.164 8.630 0.000
H -0.245 -4.244 8.997 0.000
H 0.581 -2.696 8.593 0.000
H -0.747 -3.679 6.586 0.000
H -0.024 -5.128 6.823 0.000
H 2.400 -2.284 7.181 0.000
H 4.157 -2.392 4.937 0.000
H 0.825 -4.819 4.249 0.000
H 3.875 -4.764 3.331 0.000
H 3.936 -3.047 2.767 -0.001
H 2.733 -4.008 2.109 -0.001
```

Summary:
* molecular weight: 889.34 u
* HOMO level (alpha / beta): -17.584 / -21.662 eV
* 2S+1: 2
* orbital gap (alpha / beta): 4.649 / 8.710 eV
* charge: +7